# 1
Below is a 2-piece molecular cluster, C5H14 overall at a distorted geometry, with properties calculated with ωB97M-V/def2-TZVPD.

HOMO energy (alpha / beta), eV: 1.54 / -7.58
LUMO (alpha / beta), eV: 4.16 / 4.25
ΔE to the lowest compared entry with this formula, charge and spin, eV: 0.335

Geometry as ORCA input:
```
! RIJCOSX wB97M-V def2-TZVPD def2/J DEFGRID3
* xyz -1 2
C 0.6665 -0.9928 2.7966
C 1.5520 0.1758 2.4566
H 0.1440 -0.9459 3.7586
H -0.1548 -1.1467 2.0867
H 1.2186 -1.9402 2.7843
H 1.0995 1.1574 2.5462
H 2.5477 0.1790 2.8977
H 1.7788 0.1040 1.4116
C -0.9392 0.5951 -2.4072
C 0.2117 1.0064 -1.4732
C -1.7602 -0.5643 -1.8560
H -1.5054 1.4522 -2.7808
H -0.4635 0.2431 -3.3337
H 0.1571 1.9895 -1.0259
H -2.6320 -0.7378 -2.5078
H -1.1961 -1.4936 -1.8377
H 1.2012 0.9914 -1.9494
H 0.2517 0.2474 -0.6901
H -2.1776 -0.3200 -0.8763
*
```

# 2
Below is one molecule with the formula C3H4N2O at a distorted geometry, with properties calculated with ωB97M-V/def2-TZVPD.

HOMO energy (alpha / beta), eV: -7.66 / -7.66
LUMO (alpha / beta), eV: 0.92 / 0.85
ΔE to the lowest compared entry with this formula, charge and spin, eV: 5.883

Geometry as ORCA input:
```
! RIJCOSX wB97M-V def2-TZVPD def2/J DEFGRID3
* xyz 0 1
C -1.0564 0.2509 0.3169
C 0.2748 -0.4594 0.6168
C 1.3526 -0.2263 -0.3181
N -1.0125 1.0048 -0.9435
N -0.0705 1.1237 -1.6134
O 0.7033 -1.4546 -0.3620
H -1.7174 -0.5103 -0.1157
H -1.2546 0.9400 1.2409
H 0.3726 -0.5856 1.7224
H 2.4080 -0.0833 -0.5444
*
```